Computed, not measured: a cluster of 8 separate species, C48H74BF4N10O4 in total at a distorted geometry, with wB97M-V/def2-TZVPD.

Geometry as XYZ:
```
141
Properties=species:S:1:pos:R:3:forces:R:3
C -3.6351 -0.7431 1.9471 0.647 0.690 0.800
C -4.0636 -1.6814 3.0466 -1.110 0.652 -0.691
O -4.7329 -2.6334 2.8551 0.271 -0.372 0.378
N -3.6969 -1.3834 4.5201 -0.514 -0.748 0.175
H -2.7657 -1.8004 4.5522 0.069 -0.001 0.767
H -3.5929 -0.4038 4.7821 -0.115 0.243 -0.368
C -4.6746 -2.0441 5.5616 0.145 -0.698 -0.746
H -3.7524 -1.2195 0.9823 -0.105 -0.117 0.137
H -2.6024 -0.4015 2.0533 0.151 -0.290 0.027
H -4.1931 0.1963 1.9862 -0.422 -0.197 0.142
H -4.4370 -3.1016 5.6666 0.465 0.162 0.081
H -5.6679 -2.0659 5.1176 -0.016 0.646 0.133
H -4.5973 -1.5261 6.5132 -0.006 0.159 -0.155
C -5.1989 -4.5235 0.2457 -0.792 0.308 -1.115
C -5.6984 -5.7992 -0.3895 0.379 -0.208 0.804
O -5.0717 -6.7980 -0.2817 -0.865 -0.025 -0.758
N -7.0496 -5.7449 -1.1134 1.350 -0.682 0.038
H -7.7458 -5.5003 -0.4029 -0.264 -0.030 -0.087
H -6.9628 -4.9480 -1.7435 -0.482 0.039 -0.237
C -7.4609 -7.0345 -1.8433 -1.119 0.960 0.479
H -4.2606 -4.3533 -0.2847 0.402 -0.032 0.742
H -5.1667 -4.7261 1.3143 0.471 0.231 -0.058
H -5.7845 -3.6250 0.0429 -0.373 -0.209 0.197
H -6.8899 -7.2031 -2.7502 0.360 -0.013 0.307
H -8.4867 -6.7903 -2.1220 -0.057 -0.462 -0.153
H -7.4610 -7.8204 -1.0934 0.218 -0.193 -0.291
C 0.7888 -5.4777 -4.9700 -1.862 0.554 0.304
C -0.6940 -5.2273 -4.7400 0.263 -0.725 -1.025
O -1.3947 -4.4435 -5.2748 0.041 0.166 0.644
N -1.4140 -6.2690 -3.8605 -0.294 -0.482 2.556
H -1.8072 -7.0555 -4.3928 -0.595 0.494 -0.544
H -0.7656 -6.8061 -3.2769 0.526 0.311 -0.115
C -2.4176 -5.6569 -2.8499 -0.583 0.124 -1.214
H 0.9094 -4.7628 -5.7814 1.045 -0.322 -0.083
H 0.9296 -6.5249 -5.2402 0.238 0.076 -0.237
H 1.3403 -5.2465 -4.0595 0.236 0.054 -0.146
H -2.0020 -4.8425 -2.2642 0.751 -0.201 -0.156
H -2.8394 -6.3998 -2.1771 0.309 -0.327 -0.249
H -3.2163 -5.2014 -3.4329 0.002 -0.227 -0.165
C -2.2670 -5.9050 2.6823 0.561 -0.851 0.825
C -1.7091 -5.4535 1.3920 -2.135 -1.011 0.304
O -2.2379 -5.7499 0.3625 2.125 1.429 0.162
N -0.4861 -4.5094 1.5464 0.033 -0.757 -0.885
H -0.5164 -3.7882 0.7994 0.340 -0.655 0.114
H -0.4540 -3.9683 2.4078 -0.406 -0.374 0.284
C 0.7307 -5.4675 1.4974 0.336 0.596 -0.117
H -2.8355 -6.8295 2.5732 -0.586 0.437 -0.517
H -2.8661 -5.0562 3.0231 -0.146 -0.260 0.435
H -1.5573 -6.2666 3.4329 0.371 0.836 0.111
H 1.4533 -4.9337 0.8877 0.088 -0.578 -0.289
H 0.4101 -6.4434 1.1385 0.083 0.221 -0.538
H 1.2036 -5.6763 2.4574 -0.505 0.510 0.323
C 2.1552 7.3669 -0.0072 -0.447 1.208 -0.235
N 2.4993 5.9366 0.0184 -0.367 0.346 -0.061
C 2.9560 5.4696 1.1984 2.497 -0.497 -1.458
C 3.4806 4.1712 1.2596 -0.895 -0.163 -0.578
C 3.1380 3.2853 0.2191 -1.503 0.186 -0.690
C 2.4746 3.8173 -0.9084 0.337 -0.340 -0.276
C 2.2620 5.1552 -1.0569 -0.207 0.842 1.562
C 3.2461 1.7942 0.2125 0.523 -1.097 0.176
C 2.3551 0.9501 -0.4982 1.554 -0.597 -0.343
C 2.7056 -0.4169 -0.6920 -1.453 2.346 1.033
N 3.7274 -0.9401 -0.0339 0.528 -0.848 -0.603
C 4.5853 -0.1846 0.6961 -0.549 -0.437 -0.693
C 4.3312 1.1499 0.8468 0.211 0.512 0.170
C 3.9546 -2.3968 -0.1931 0.505 -0.669 0.166
H 1.8285 7.7520 -0.9734 -0.295 -0.726 -0.165
H 2.9963 8.0364 0.1811 0.242 -0.478 0.572
H 1.3529 7.4812 0.7197 0.092 0.414 -0.027
H 3.2683 6.2606 1.8680 -0.431 -0.167 0.467
H 4.1045 3.8528 2.0816 -0.226 0.062 0.190
H 2.1429 3.2382 -1.7582 0.312 -0.406 0.157
H 1.7937 5.6563 -1.8910 0.201 -0.141 -0.222
H 1.4895 1.3129 -1.0320 -0.065 0.043 0.102
H 2.0515 -1.0507 -1.2727 0.212 -0.223 0.019
H 5.4940 -0.6836 1.0072 -0.085 0.059 0.412
H 5.0660 1.6730 1.4462 -0.016 0.339 -0.221
H 3.0755 -2.9676 0.1000 -0.139 0.371 0.179
H 4.7860 -2.7001 0.4404 0.001 0.045 -0.058
H 4.1814 -2.6865 -1.2184 0.136 0.447 -0.082
C 2.9130 3.3439 -8.2390 0.314 -0.357 1.079
N 1.7798 2.7069 -7.4832 0.297 -1.236 -0.094
C 1.9209 1.5201 -6.8315 -0.635 1.215 0.566
C 0.9224 1.0887 -5.9327 1.395 1.031 -0.102
C -0.2043 1.9027 -5.6919 -0.187 -1.185 -0.513
C -0.3286 3.0335 -6.4808 -0.394 0.463 0.360
C 0.6523 3.3944 -7.3848 -0.122 0.714 0.361
C -1.2953 1.5045 -4.7140 0.124 0.633 0.720
C -2.1167 2.4810 -4.1225 1.063 1.071 0.649
C -2.8820 2.1864 -3.0320 -0.829 -1.528 -0.660
N -3.0895 0.8703 -2.7278 -0.924 0.555 0.631
C -2.5006 -0.1317 -3.3578 2.508 0.719 -0.237
C -1.4585 0.2071 -4.2380 -0.382 -0.174 -1.626
C -4.0708 0.5617 -1.6722 -0.618 -0.696 -0.616
H 2.4813 3.8016 -9.1229 0.509 0.014 -0.159
H 3.7409 2.6475 -8.3650 -0.508 -0.407 -0.774
H 3.3777 4.0266 -7.5245 -0.451 0.639 -0.307
H 2.9187 1.1213 -6.9509 -0.228 -0.632 0.109
H 1.2543 0.3258 -5.2420 -0.463 -0.494 -0.276
H -1.1338 3.7313 -6.2938 -0.177 -0.083 -0.484
H 0.6395 4.3241 -7.9403 -0.331 -0.012 -0.044
H -1.9719 3.5387 -4.3032 -0.169 -0.034 -0.394
H -3.4833 2.8722 -2.4531 0.175 0.273 -0.121
H -2.6216 -1.1202 -2.9452 -0.273 -0.098 -0.351
H -0.8417 -0.4842 -4.7989 -0.319 -0.787 0.625
H -3.9569 1.2654 -0.8550 -0.109 -0.169 0.075
H -3.9737 -0.4894 -1.4067 0.550 0.202 0.473
H -5.0733 0.5617 -2.1055 -0.022 0.723 0.032
C 5.9295 8.4113 6.4198 1.358 0.611 -0.029
N 5.1904 7.2317 5.9542 -0.426 -1.469 0.568
C 5.8285 6.2309 5.2799 -0.932 1.685 -0.452
C 5.0784 5.2028 4.7658 0.167 -1.668 0.085
C 3.7101 5.0201 5.0262 0.963 1.764 1.355
C 3.1306 5.9879 5.8497 0.355 0.352 0.410
C 3.9037 7.0620 6.3264 0.104 -0.174 -0.486
C 2.9531 3.8523 4.6050 -0.437 -0.945 -0.547
C 3.5076 2.5533 4.6017 0.544 1.223 -0.499
C 2.8285 1.5203 4.0169 -0.366 -0.325 0.776
N 1.5744 1.7006 3.5667 0.173 0.053 -1.168
C 1.0111 2.9262 3.5296 0.475 0.392 0.353
C 1.6712 4.0176 4.0695 -0.135 -0.541 -0.402
C 0.8674 0.5740 2.9427 -1.498 -0.030 -0.362
H 5.5946 9.2942 5.8767 -0.251 -0.001 0.214
H 6.9886 8.2846 6.1924 -0.086 -0.135 -0.236
H 5.9290 8.5433 7.5023 -0.673 -0.103 -0.009
H 6.8632 6.4437 5.0470 0.130 -0.434 0.105
H 5.6025 4.3814 4.2910 0.248 0.280 -0.290
H 2.1287 5.8740 6.2422 -0.076 0.159 -0.050
H 3.5343 7.8080 7.0193 -0.262 0.006 -0.086
H 4.5452 2.4642 4.8959 -0.106 -0.477 0.341
H 3.1777 0.4986 3.9679 0.285 0.095 0.082
H 0.0805 3.0293 2.9903 -0.166 -0.112 0.222
H 1.2374 4.9993 3.9365 -0.111 0.011 0.245
H 0.5794 0.6900 1.8951 0.704 0.682 -0.191
H -0.1233 0.5603 3.3987 0.214 -0.569 0.481
H 1.3844 -0.3798 2.9799 0.163 0.188 0.611
B -0.8830 -1.6900 -0.5601 0.020 1.678 -0.412
F -1.1502 -0.3094 -0.7505 0.092 0.053 0.543
F -1.9935 -2.3084 -0.0026 -0.004 -0.607 0.528
F -0.6583 -2.1927 -1.8286 0.715 -0.710 0.173
F 0.2414 -1.7708 0.3653 -0.574 -0.581 -0.617
```
Positions in Å, forces in eV/Å.

- HOMO-LUMO gap: 0.2763 Eh
- HOMO level: -27.1 eV
- Energy: -3142.1526 a.u.
- Strongest force on any atom: 2.95 eV/A
- 2S+1: 1
- Net charge: +9